[1]
{
  "formula": "C17H21AlBBrCl5KMgO14PSV",
  "method": "ωB97M-V/def2-TZVPD",
  "e_tot_ev": -254107.980,
  "charge": 2,
  "homo_lumo_gap_ev": 0.83,
  "fmax_ev_per_a": 10.08,
  "homo_energy_ev": -11.64,
  "elements": ["O", "C", "C", "P", "C", "C", "C", "C", "C", "C", "H", "H", "H", "H", "H", "H", "H", "H", "H", "H", "H", "H", "C", "Cl", "Cl", "Cl", "Cl", "Al", "Br", "C", "C", "O", "O", "H", "H", "H", "Cl", "O", "V", "O", "B", "O", "C", "O", "C", "O", "O", "O", "C", "O", "C", "O", "O", "K", "C", "S", "O", "C", "H", "H", "H", "H", "H", "H", "Mg"],
  "positions_angstrom": [[1.623644, 0.064798, 1.222114], [1.689809, 1.167910, 0.795114], [2.920691, 1.735073, 0.148812], [3.765529, 2.766373, 1.558516], [0.506901, 2.132391, 0.966290], [-0.648329, 1.811473, 1.917716], [-1.795367, 2.856072, 2.148954], [-1.768407, 4.203975, 1.361928], [-0.594315, 4.442830, 0.368057], [0.534758, 3.416616, 0.197645], [3.581851, 0.911871, -0.178153], [2.748932, 2.428505, -0.691860], [2.609247, 2.340619, 2.481689], [2.991113, 3.941501, 1.169724], [4.790798, 3.152729, 0.620151], [4.582867, 1.614310, 1.928062], [4.383175, 3.513324, 2.643465], [-0.741749, 0.875861, 2.505014], [-2.603575, 2.669156, 2.873277], [-2.526242, 5.001053, 1.447474], [-0.559178, 5.381068, -0.211031], [1.330695, 3.685990, -0.504155], [-1.460941, -2.096493, 3.865971], [-1.183020, -3.424889, 4.994970], [-2.405040, -0.834350, 4.674268], [0.112128, -1.456955, 3.312911], [-2.366262, -2.688568, 2.466543], [-2.846833, 5.451441, -0.754567], [-1.895064, 2.414132, 0.025562], [3.516186, -1.417190, 3.938526], [4.869104, -1.876134, 4.504593], [5.823555, -1.876390, 3.684964], [4.847799, -2.193614, 5.715630], [3.594466, -1.150840, 2.882087], [2.782564, -2.204214, 4.042269], [3.164980, -0.531506, 4.507173], [-0.013663, 1.287046, 4.317337], [-6.541000, 4.560715, -0.183280], [-6.627930, 3.815015, -1.712422], [-6.688137, 3.065084, -3.230006], [-8.081105, 1.275802, -7.549359], [-9.193752, 1.154350, -6.570806], [-9.413460, 2.351360, -6.079672], [-10.240707, 2.604812, -5.266179], [-8.458754, 3.335083, -6.700877], [-8.403025, 4.501560, -6.462834], [-7.682825, 2.709081, -7.554698], [-6.945293, 0.417543, -7.161546], [-6.719503, -0.433210, -8.155596], [-5.873232, -1.259951, -8.159722], [-7.719594, -0.162933, -9.263066], [-7.796861, -0.740706, -10.290525], [-8.506914, 0.840302, -8.890122], [6.980254, -2.573159, 5.068162], [6.136554, -6.629310, 2.039277], [7.331427, -7.827224, 2.656158], [8.414616, -7.058571, 3.326449], [7.945583, -8.329215, 1.040397], [5.654900, -6.158071, 2.894898], [6.646340, -5.870202, 1.444360], [5.384383, -7.136839, 1.434909], [8.337974, -7.462766, 0.507378], [7.136685, -8.787878, 0.471109], [8.741708, -9.056299, 1.187924], [2.818859, 1.340655, 4.212647]],
  "atomic_forces_ev_per_a": [[-0.2327, -2.1533, 1.4028], [0.1680, 2.4595, -1.8609], [-0.9143, -0.7403, 0.0143], [3.1195, 1.3841, -1.6716], [0.1391, 3.3222, 0.2382], [1.4811, 2.7528, -0.2786], [2.2376, 0.8268, -3.0096], [6.1594, 0.3704, -0.8516], [0.3140, -0.3168, 3.9469], [-1.8351, -0.2827, 3.1678], [-0.2786, 0.4309, 0.3477], [0.1368, -0.3144, 0.5010], [-0.8120, -0.6884, 1.9852], [-0.5504, -0.1672, 0.3685], [-0.0660, 0.0803, 0.0986], [-0.5501, -0.5027, 0.4273], [-0.3145, -0.1026, 0.0646], [-0.3419, 0.0593, -1.4572], [0.2329, -0.2337, -0.6285], [0.0881, -0.7768, 0.6999], [0.4512, -0.2585, 0.6870], [-0.3737, -0.2609, 0.5224], [0.0506, -0.4068, 0.0901], [-0.0018, 0.1803, -0.1091], [-0.0346, -0.1013, -0.0694], [-0.4990, -0.9825, -0.3168], [0.1152, 0.1151, 0.0591], [-0.5589, 0.0272, -0.7483], [-7.7243, -5.7094, -3.0565], [0.4365, 0.1228, -1.1492], [-2.0667, 0.9126, -0.3571], [-4.5323, 2.3591, -4.1279], [-0.6430, 0.4124, -0.4946], [0.0162, 0.0261, 0.0225], [-0.4022, 0.1107, 0.3185], [-0.2223, -0.1779, 0.7518], [1.9465, 1.5992, 1.0715], [1.0015, -0.9468, -2.0748], [-1.8074, -0.5219, -1.0827], [0.7486, 1.3629, 2.7797], [0.1859, -0.5288, -0.4682], [0.7888, 0.7469, -0.4912], [-1.8446, -2.0556, 1.1419], [-0.0702, 0.5719, 0.3704], [1.9565, 2.0711, -1.2868], [-0.2743, -0.0027, 0.4285], [-0.7000, -0.7228, 0.5006], [-0.6695, 0.4089, -0.4218], [1.1648, -0.2482, 1.4290], [0.2287, -0.3522, -0.2340], [-1.3970, 0.5066, -1.3192], [0.2377, -0.4011, -0.2828], [0.5449, 0.0540, 0.8956], [7.5235, -3.5891, 5.2147], [-0.0438, 0.1436, -0.1295], [0.0247, -0.1564, 0.0235], [-0.1115, 0.1587, -0.0832], [0.0242, 0.0601, -0.1142], [0.0335, -0.0891, 0.0441], [0.0656, -0.0429, 0.0141], [0.0117, -0.0346, 0.0359], [-0.0011, 0.0305, 0.0686], [-0.0120, -0.0184, 0.0537], [-0.0345, 0.0148, 0.0986], [-1.7127, 0.2054, -1.7093]]
}


[2]
{
  "formula": "C8H22CuO6",
  "method": "ωB97M-V/def2-TZVPD",
  "e_tot_ev": -65572.810,
  "multiplicity": 2,
  "charge": 0,
  "homo_lumo_gap_ev": [7.53, 6.93],
  "fmax_ev_per_a": 2.80,
  "de_lowest_ev": 0.000,
  "homo_energy_ev": [-7.43, -7.22],
  "elements": ["Cu", "C", "C", "O", "H", "H", "H", "H", "H", "C", "C", "O", "H", "H", "H", "H", "H", "C", "C", "O", "O", "H", "H", "H", "H", "H", "H", "C", "C", "O", "O", "H", "H", "H", "H", "H", "H"],
  "positions_angstrom": [[0.192934, 0.486712, -0.179240], [2.211824, -2.718227, 1.282650], [2.349455, -1.202933, 1.445334], [2.171566, -0.371593, 0.346713], [1.158030, -2.955294, 1.077332], [2.454786, -3.328314, 2.152489], [2.726174, -3.112630, 0.401673], [3.405872, -1.122416, 1.741609], [1.604341, -0.858427, 2.171110], [-2.018735, 0.900245, 3.730246], [-1.403420, 0.223898, 2.495397], [-0.743285, 1.093037, 1.639693], [-2.513912, 0.153325, 4.353720], [-2.797711, 1.567947, 3.350322], [-1.352836, 1.512192, 4.335631], [-2.167716, -0.385955, 1.982562], [-0.774624, -0.603962, 2.867105], [0.447410, -1.646265, -2.306438], [-0.761017, -2.096359, -1.536091], [-0.892453, -1.469362, -0.258277], [0.595323, -0.235483, -2.367252], [0.464965, -2.049746, -3.320749], [1.328939, -1.991956, -1.748861], [-0.753460, -3.184112, -1.437593], [-1.654603, -1.865116, -2.130278], [-1.633490, -1.899708, 0.177084], [1.073697, -0.071661, -3.181943], [0.459048, 2.962419, -2.012281], [-1.044975, 2.925341, -1.702317], [-1.413665, 1.645484, -1.175301], [1.194921, 2.251197, -1.019670], [0.777761, 4.008330, -2.020277], [0.655378, 2.618799, -3.030886], [-1.617196, 2.969744, -2.637437], [-1.472747, 3.764862, -1.151003], [-2.369827, 1.573263, -1.198842], [2.113240, 2.512712, -1.135916]],
  "atomic_forces_ev_per_a": [[1.0131, -0.1095, 2.6080], [-1.6445, -0.3860, -1.1415], [0.2597, 0.1165, -0.0513], [-1.7076, 0.1317, -1.3195], [-0.0752, 0.0035, 0.0193], [0.3692, 0.3499, 0.1761], [0.4198, 0.1806, 0.1282], [-0.1379, 0.7010, 0.6601], [0.5579, -0.1963, 0.7816], [-0.7339, 0.1830, -0.9029], [0.9106, -0.5661, 0.0505], [0.4229, -0.5269, -0.9651], [0.0855, -0.0279, 0.0960], [-0.0649, 0.1270, 0.2026], [0.3574, -0.2294, -0.1656], [-0.6740, 0.3513, -0.1155], [0.6135, 0.1601, 0.1307], [1.4659, -0.5216, 1.0440], [-1.2701, 0.1180, -0.7031], [0.3837, -0.4539, -0.7205], [-0.8778, 0.1223, -0.2204], [-0.2986, -0.2879, 0.1647], [-0.0168, -0.2393, -0.2131], [0.3425, -0.0293, 0.0433], [-0.0728, 0.0953, 0.0252], [0.0076, 0.2919, 0.3397], [0.1810, 0.4609, 0.1775], [-0.4797, 0.7402, 0.2838], [-0.8855, -0.5694, -1.2381], [0.6579, 0.2293, 0.1074], [-0.3151, 0.6468, -0.6870], [-0.1142, 0.0884, 0.1221], [-0.0395, -0.5512, 0.1287], [0.5346, 0.3732, -0.3732], [0.6616, -0.1732, 0.7766], [0.0026, -0.1612, 0.3363], [0.1609, -0.4418, 0.4145]]
}


[3]
{
  "formula": "C13H27FNO6PYb",
  "method": "ωB97M-V/def2-TZVPD",
  "e_tot_ev": -71211.805,
  "charge": 2,
  "homo_lumo_gap_ev": 5.75,
  "fmax_ev_per_a": 2.93,
  "homo_energy_ev": -14.03,
  "elements": ["C", "C", "O", "C", "C", "O", "O", "C", "C", "C", "O", "F", "C", "O", "C", "C", "C", "C", "C", "N", "P", "O", "H", "H", "H", "H", "H", "H", "H", "H", "H", "H", "H", "H", "H", "H", "H", "H", "H", "H", "H", "H", "H", "H", "H", "H", "H", "H", "H", "Yb"],
  "positions_angstrom": [[5.762971, 1.796262, 0.835176], [5.089247, 0.471494, 1.145764], [4.339525, 0.019893, 0.026958], [3.853435, -1.282090, 0.172696], [2.461126, -1.313965, 0.807095], [1.960535, -2.621206, 0.941581], [1.537454, -0.471510, 0.191805], [1.278474, -0.810067, -1.134259], [1.974074, 0.147282, -2.116697], [2.026903, 1.594588, -1.685075], [2.739325, 2.356027, -2.213057], [1.186260, 2.026283, -0.711238], [-0.290506, -0.909320, -1.283771], [-0.868000, -1.167831, -0.018122], [-2.266299, -1.136679, -0.153377], [-3.060634, -1.695943, 1.010802], [-3.401079, -0.589193, 2.030817], [-4.710850, 0.132883, 1.625957], [-4.568869, 1.175580, 0.467093], [-5.462602, 2.336712, 0.604791], [-1.064459, 0.591688, -2.124224], [-2.477510, 0.368392, -2.745605], [5.113514, 2.425882, 0.228966], [6.014118, 2.325216, 1.748267], [6.683228, 1.657611, 0.273447], [4.400217, 0.658308, 1.975351], [5.872388, -0.226262, 1.445877], [3.907528, -1.857472, -0.755583], [4.513027, -1.813889, 0.868227], [2.579109, -0.928170, 1.821196], [2.607062, -3.115719, 1.455251], [1.652875, -1.806816, -1.363210], [3.003198, -0.180404, -2.214526], [1.560247, 0.059587, -3.120471], [-0.500686, -1.793739, -1.902486], [-2.562739, -0.084922, -0.178895], [-2.565392, -1.681720, -1.071712], [-2.564250, -2.547638, 1.464868], [-4.014967, -2.050221, 0.609612], [-3.568952, -1.076056, 2.989265], [-2.565484, 0.089361, 2.204276], [-5.066593, 0.694938, 2.487191], [-5.503034, -0.567878, 1.370229], [-4.774343, 0.652864, -0.527678], [-3.538286, 1.539822, 0.401991], [-5.801205, 2.642764, -0.301072], [-4.890203, 3.109824, 0.925535], [-0.276065, 1.138777, -3.143645], [-1.295237, 1.540370, -1.103492], [-4.457579, 0.176324, -2.261890]],
  "atomic_forces_ev_per_a": [[-0.0061, -0.0779, -0.5555], [0.0825, 1.1661, 0.4947], [0.0487, -0.1147, -0.6796], [0.2548, -0.4782, 0.5349], [0.9628, 0.1675, 1.4009], [-0.2549, 0.0310, -0.7237], [0.0470, -0.2356, -0.2221], [-0.4881, 0.0714, -0.3203], [-0.5591, -0.5510, 1.0096], [0.6839, -0.0910, -0.7022], [0.3753, 0.7870, -0.1576], [-0.4898, -0.5546, -0.0478], [0.5789, -0.2229, 0.1579], [-0.2308, 0.4339, -0.6663], [-0.5652, -0.6667, 0.3230], [0.2410, 0.5421, 0.3725], [-0.7593, -0.8293, -0.2130], [0.7852, 0.8167, -0.1313], [-0.1176, -0.0270, 0.3704], [0.2929, -0.4832, -0.6031], [-0.8072, 0.1152, 0.4925], [1.4521, -0.0186, -0.1441], [-0.1228, 0.0798, 0.0979], [-0.0279, 0.0135, 0.1575], [0.0544, -0.0728, -0.0831], [0.0235, -0.3389, 0.1628], [-0.2540, -0.4313, -0.0466], [-0.1286, 0.2775, -0.2630], [-0.0680, -0.2578, -0.0308], [-0.1847, 0.4994, -0.0603], [-0.0525, -0.2142, 0.0232], [-0.1300, -0.1709, 0.1010], [0.2293, 0.2201, 0.0682], [0.0111, 0.1499, -0.1187], [-0.0962, 0.3639, -0.4716], [-0.0933, 0.2076, -0.5462], [0.1185, 0.1183, -0.0575], [0.1662, -0.0868, -0.0281], [0.0439, -0.2687, 0.0017], [-0.1525, 0.0871, 0.1066], [0.0019, 0.1641, -0.2024], [-0.1164, 0.1919, -0.0661], [-0.0274, -0.1787, 0.1221], [-0.4470, 0.8637, 2.7631], [0.1892, -0.2605, -0.0534], [-0.2894, 0.0898, 0.1142], [-0.2088, 0.1167, 0.3046], [0.0729, -0.0161, 0.3033], [0.6092, -0.0482, -0.2918], [-0.6476, -0.8783, -1.9963]]
}


[4]
{
  "formula": "C23H22ClMnNOPS2",
  "method": "ωB97M-V/def2-TZVPD",
  "e_tot_ev": -102541.289,
  "multiplicity": 2,
  "charge": 1,
  "homo_lumo_gap_ev": [8.61, 8.00],
  "fmax_ev_per_a": 0.77,
  "de_lowest_ev": 0.000,
  "homo_energy_ev": [-11.17, -10.73],
  "elements": ["Mn", "Cl", "C", "C", "C", "C", "C", "C", "P", "C", "C", "C", "C", "C", "C", "C", "C", "C", "C", "C", "C", "H", "H", "H", "H", "H", "H", "H", "H", "H", "H", "H", "H", "H", "H", "C", "C", "O", "H", "H", "H", "S", "C", "N", "C", "C", "S", "H", "H", "H", "H", "H"],
  "positions_angstrom": [[-2.022971, 0.555330, -0.069183], [-3.024819, -1.286455, -1.216337], [-1.703051, -2.157370, -1.996965], [-2.041496, -3.094930, -2.953670], [-1.013774, -3.769772, -3.595925], [0.311089, -3.492715, -3.287159], [0.619414, -2.544802, -2.326246], [-0.390651, -1.862196, -1.648085], [-0.039944, -0.633666, -0.350965], [0.434600, -1.609556, 1.101057], [0.508077, -2.997449, 1.102848], [0.820354, -3.674587, 2.273828], [1.072404, -2.972792, 3.442024], [1.009932, -1.584508, 3.443825], [0.684300, -0.906717, 2.282109], [1.481232, 0.156776, -0.935020], [2.725198, -0.068578, -0.353875], [3.853391, 0.550454, -0.872616], [3.745218, 1.382209, -1.976820], [2.505639, 1.603360, -2.564028], [1.374588, 1.000081, -2.041360], [-3.076917, -3.284178, -3.197003], [-1.252018, -4.506540, -4.350581], [1.105928, -4.013761, -3.802729], [1.654049, -2.321577, -2.096090], [0.319094, -3.562539, 0.199671], [0.869872, -4.755014, 2.267269], [1.318461, -3.503274, 4.351751], [1.212804, -1.032125, 4.351697], [0.626752, 0.177486, 2.291941], [2.816682, -0.726888, 0.501004], [4.818351, 0.375258, -0.416238], [4.628292, 1.856460, -2.383679], [2.420682, 2.249892, -3.427548], [0.406049, 1.179924, -2.494939], [-2.960741, -0.456197, 2.939093], [-2.401314, 0.145945, 1.699505], [-2.193522, 1.391331, 1.655760], [-2.388199, -0.107269, 3.798803], [-2.979957, -1.541719, 2.911458], [-3.982398, -0.080671, 3.042730], [-2.185081, 2.389256, -1.629345], [-1.457407, 3.537216, -0.606804], [-2.030816, 4.050393, 0.466645], [-1.177065, 4.853062, 1.336164], [-0.117822, 5.443804, 0.416805], [0.115081, 4.195694, -0.890986], [-2.888040, 3.634046, 0.801462], [-0.734325, 4.202922, 2.096233], [-1.763238, 5.629472, 1.823699], [0.823661, 5.616802, 0.930487], [-0.455626, 6.370684, -0.043647]],
  "atomic_forces_ev_per_a": [[0.1335, -0.4651, -0.6010], [-0.0331, 0.0156, -0.1715], [0.1247, 0.0509, 0.0596], [0.0990, 0.0109, 0.0140], [-0.0199, 0.0006, -0.0058], [0.0144, -0.0201, -0.0281], [-0.0446, 0.0145, 0.0321], [-0.0937, -0.0786, -0.0684], [-0.4203, 0.2337, 0.2031], [0.0591, 0.0024, 0.0091], [-0.0085, 0.0188, -0.0127], [0.0274, -0.0260, 0.0736], [0.0014, -0.0191, -0.0169], [0.0031, 0.0076, 0.0084], [-0.0161, 0.0085, -0.0050], [0.0243, -0.0325, -0.0392], [-0.0508, -0.0242, 0.0351], [0.0365, 0.0280, -0.0213], [0.0145, -0.0034, 0.0029], [-0.0001, 0.0222, -0.0106], [0.0382, -0.0084, 0.0091], [-0.0207, -0.0068, 0.0012], [-0.0096, -0.0066, -0.0054], [0.0045, -0.0025, -0.0035], [0.0070, 0.0028, 0.0085], [-0.0145, 0.0237, -0.0181], [0.0004, -0.0134, 0.0148], [0.0048, -0.0136, 0.0064], [-0.0008, 0.0002, 0.0114], [-0.0097, -0.0095, -0.0188], [0.0055, 0.0062, -0.0118], [0.0105, -0.0004, -0.0027], [0.0052, 0.0071, -0.0042], [0.0022, 0.0022, -0.0079], [-0.0053, 0.0073, -0.0020], [0.1977, -0.1783, -0.1372], [-0.2995, 0.6121, 0.2019], [0.1859, -0.0321, 0.4894], [-0.0100, -0.0059, 0.0359], [0.0307, -0.0030, -0.0440], [0.0120, -0.0096, 0.0017], [0.0342, -0.1202, 0.0237], [-0.1122, 0.0765, 0.0557], [0.1618, -0.0846, -0.1766], [-0.0137, -0.0153, 0.1076], [0.0167, 0.0357, -0.0196], [-0.0691, -0.0226, 0.0344], [-0.0167, 0.0186, 0.0108], [-0.0062, 0.0297, -0.0126], [0.0103, -0.0168, 0.0149], [-0.0038, -0.0042, -0.0022], [0.0135, -0.0130, -0.0179]]
}